No. 1
The following is a quantum chemistry calculation of a structure of composition C32H47BBe2CaCl2F4KNO11 in a non-equilibrium geometry, from the Open Molecules 2025 dataset.

```
102
Properties=species:S:1:pos:R:3:forces:R:3
Ca -3.15809 4.14890 0.00545 0.12 2.23 -3.34
K 7.32287 0.14334 -5.19546 0.85 0.32 -0.27
Cl -3.90793 -3.67244 -4.85732 -0.13 -1.87 -0.60
Cl 5.44150 -1.87580 -5.10642 3.66 -5.22 -1.41
F 0.22683 -4.34053 3.15031 -0.02 0.61 -0.08
F 2.03631 -3.75943 6.21235 1.36 -0.07 0.67
F 0.43659 -3.73952 5.23592 -2.05 0.57 -1.80
F 1.22887 -2.47033 3.66238 -1.35 -0.42 -0.12
O 2.21905 8.35266 2.85064 -0.65 -0.27 -0.84
O -2.22698 -3.05642 4.79498 1.22 0.05 -0.21
O 0.12937 -6.97735 0.02812 -1.35 -0.09 0.10
O -3.67702 -1.78509 -3.83128 1.62 8.15 4.41
O -1.91312 -7.80159 0.64510 1.72 1.18 0.13
O -0.14223 -3.26897 -3.10977 -2.63 0.54 4.75
O -1.65234 -2.24032 2.73328 1.49 -0.43 0.14
O -3.17946 3.87988 -3.34892 -1.06 -6.68 2.86
O 3.38931 9.37558 1.28538 1.05 0.63 -0.74
O -0.06117 -8.14887 1.94267 -1.37 0.62 -1.39
O 1.46768 8.67227 0.71679 -1.65 -1.03 0.09
N 2.42787 1.09285 -6.25331 0.60 1.26 0.30
C 0.61925 1.61863 -1.45694 -3.21 -1.91 -1.52
C 1.32179 -7.96658 1.70360 1.20 -0.52 0.57
C 2.28406 8.75088 1.66624 -0.20 -0.49 1.71
C 3.80587 1.11816 -5.62719 0.28 0.34 0.45
C 1.92310 2.47133 -0.94597 -0.16 0.10 -0.01
C -3.52975 -0.62775 -3.18237 -1.23 -2.79 -1.68
C -4.81836 1.82089 -2.93667 1.09 -3.14 -0.15
C -0.71040 2.44018 -1.98020 -0.17 -3.65 0.00
C 0.61002 4.29481 0.54564 2.01 0.68 -0.60
C -0.77274 3.91506 3.28541 0.19 -0.37 0.87
C 0.17102 -3.27084 3.98155 2.00 -0.84 0.88
C 1.66356 2.99805 0.59995 -1.78 -0.19 -0.40
C -2.13735 -0.00191 -2.58709 2.53 1.98 1.32
C 1.35509 -6.84065 0.72168 1.43 0.77 -0.01
C -3.33938 2.59816 -2.99505 0.53 2.08 -0.83
C -0.72023 -7.65588 0.85360 -0.96 -1.09 0.78
C -2.24937 4.58345 2.92866 0.31 0.01 0.89
C -2.16417 -5.50432 4.58716 0.22 -0.27 -0.22
C -3.35137 3.48145 2.41223 1.27 0.01 1.81
C 4.05992 -0.19199 -4.62012 -2.83 3.64 0.50
C 2.75856 -1.18370 -2.40352 0.45 0.12 -0.61
C 1.89830 -0.84236 -1.01405 -0.12 0.07 -1.52
C 3.23927 0.16993 -3.21289 0.43 -0.22 -0.34
C 0.46186 5.00167 3.21724 -0.43 0.53 0.53
C -4.90513 0.30691 -3.00459 1.10 4.60 0.32
C 0.91762 5.42154 1.69742 0.07 -0.21 -0.10
C -2.91780 -4.21291 4.33382 -0.32 -0.18 0.46
C 0.53495 -0.03854 -1.51844 -1.74 2.36 -0.04
C -0.83259 -0.83770 -2.05288 -0.04 3.97 -0.39
C -1.19088 -2.47121 3.95793 -3.12 -0.32 -0.49
C -2.04886 1.66408 -2.52242 1.83 -0.73 0.93
C -1.59547 -3.20876 -0.73139 -0.14 0.17 1.19
B -0.83432 -2.48176 -2.02873 1.36 -1.00 -2.53
Be -2.05914 -5.03822 0.29476 -0.21 -0.49 1.61
Be -6.20825 3.43323 1.68403 -0.79 -0.08 -0.63
H 2.06214 3.36960 -1.72000 -0.36 -1.84 1.84
H -1.40851 -5.67881 3.81992 0.00 -0.08 0.11
H -0.99256 -3.05880 0.28604 -1.09 -0.19 -1.76
H 1.39384 4.63913 3.86871 -2.20 0.54 -1.59
H -1.66144 -5.48779 5.55952 -0.16 0.01 -0.14
H -0.56670 2.91919 2.66854 -0.46 2.18 1.05
H 2.09421 5.57466 1.71615 -2.61 -0.09 -0.17
H -2.67128 -2.79626 -0.53103 1.83 -0.86 -0.43
H 2.65449 3.28242 1.16248 -2.03 -0.51 -1.26
H 2.43731 1.33279 -7.26911 0.16 -0.35 1.25
H -3.23535 -4.13141 3.28906 0.19 0.21 -0.07
H -3.03381 3.11619 1.33243 -0.63 -2.00 4.75
H 1.84714 -7.72536 2.63174 -0.28 -0.09 -0.09
H 0.06705 5.97570 3.78377 1.00 -2.02 -1.31
H 1.37789 -5.86064 1.20990 -0.02 -0.10 0.01
H 2.60489 -0.18551 -0.33980 -1.85 -1.18 -1.24
H -0.50334 3.92237 0.50355 1.45 0.41 0.25
H 1.65225 -1.83684 -0.44516 0.28 1.96 -1.10
H 2.20099 -6.91426 0.03270 -0.30 0.01 -0.02
H -2.84996 -6.35695 4.55656 0.01 0.13 0.06
H -4.44314 3.91311 2.43134 2.32 -0.70 -0.37
H -2.15861 5.53026 2.20829 -0.10 -1.75 1.21
H 2.32502 0.85151 -3.56508 1.82 -1.59 1.00
H 3.83933 2.07678 -4.91844 0.45 -1.95 -1.47
H 2.93765 1.88269 -0.95559 -2.34 0.81 -0.18
H -0.27112 -4.23212 -2.81285 0.46 1.79 -1.15
H 0.83873 4.81853 -0.50133 -0.69 -0.95 2.22
H 1.73441 -8.89336 1.29141 -0.08 0.11 0.04
H -1.66368 -4.38057 -0.94625 0.36 1.72 -1.17
H 5.23208 -0.23920 -4.46165 -3.32 1.09 0.70
H -0.85382 3.55480 4.41968 0.09 0.74 -2.49
H 1.08650 2.11893 1.16360 1.61 1.78 -1.01
H 3.98968 0.81189 -2.57217 -1.63 -1.17 -1.06
H -0.67961 3.61895 -1.96967 -0.07 -2.57 -0.29
H 4.67116 1.19079 -6.44555 -1.94 -0.16 1.66
H -3.33436 2.54649 3.14308 0.01 1.85 -1.84
H 3.03592 9.49513 0.38047 1.18 0.71 -0.30
H -5.77534 2.51179 -2.84539 2.17 -1.66 -0.46
H 2.12628 -1.82101 -3.17772 1.17 1.25 1.83
H -2.65262 5.01097 3.96556 0.64 -0.74 -2.49
H 0.42783 6.43243 1.35065 1.14 -1.83 0.84
H -0.92807 -1.58708 4.55701 0.25 0.28 -0.15
H -5.99345 -0.13335 -2.97052 2.59 0.49 -0.26
H 3.65676 -1.18869 -5.10566 -0.12 2.86 1.04
H -3.83920 -4.25243 4.92486 0.15 0.27 -0.04
H 3.73427 -1.81263 -2.13056 -2.19 1.36 -0.48
H 1.84155 1.83378 -5.78478 0.87 -1.17 -0.86
```
Positions in Å, forces in eV/Å.

**F_max**: 9.40 eV/Å
**Frontier orbital gap**: 1.1 eV
**HOMO level**: -10.59 eV
**E**: -130061.5961 eV
**Charge**: +2
**LUMO**: -0.3494 hartree

=====

No. 2
The following is a quantum chemistry calculation of a cluster of 8 separate species, C32H47F18NO15 in total in a non-equilibrium geometry, from the Open Molecules 2025 dataset.

```
113
Properties=species:S:1:pos:R:3:forces:R:3
F 25.36019 16.45561 -24.94630 -0.19 -0.08 0.11
F 18.81244 18.44562 -23.91626 0.10 -0.04 0.00
F 24.34755 16.39908 -23.03161 -0.05 -0.19 0.08
F 26.60353 14.78870 -18.32576 -0.11 0.00 0.01
F 20.55328 9.83670 -15.25256 -0.07 -0.03 -0.16
F 25.19065 15.46822 -16.83288 0.01 -0.07 -0.08
F 17.69956 17.25076 -22.50124 -0.03 -0.09 -0.05
F 20.13234 18.53603 -17.86565 0.22 -0.29 0.13
F 18.93418 13.71022 -22.75812 -0.01 -0.09 -0.09
F 18.88824 14.62567 -24.72283 0.19 -0.25 0.22
F 24.96236 18.29672 -23.87919 0.01 -0.18 0.07
F 18.49915 9.63737 -15.90628 0.19 0.02 -0.12
F 18.74392 18.62059 -16.19443 0.15 -0.13 0.16
F 18.16318 19.35408 -18.13517 0.10 0.08 0.05
F 18.81430 12.46643 -24.54164 0.00 0.05 0.18
F 24.49516 14.29943 -18.52143 0.06 0.00 0.08
F 20.08787 8.65376 -17.00854 0.01 -0.05 0.00
F 17.83857 19.39667 -22.22836 0.10 -0.19 -0.11
O 21.47289 13.44291 -22.96551 -0.35 0.14 0.72
O 19.70910 17.17618 -20.92333 -0.66 -0.62 0.33
O 22.17722 17.69563 -24.18650 0.02 -0.08 0.16
O 23.11227 17.00926 -26.11113 0.39 -0.49 -0.06
O 24.76545 17.53008 -18.25336 -0.07 0.04 -0.17
O 14.64626 21.79512 -17.01357 -0.26 -0.14 -0.50
O 20.72924 18.88794 -21.91632 -0.18 0.51 -0.27
O 14.33391 23.94837 -15.02332 0.29 -0.30 0.07
O 25.18807 16.46777 -20.19282 0.26 -0.28 -0.23
O 19.16684 11.07089 -18.21676 -0.22 0.35 0.00
O 20.95605 20.84042 -17.16067 0.12 -0.54 -0.22
O 18.92768 21.46456 -16.41462 0.06 -0.19 -0.05
O 21.42709 13.45117 -25.21141 -0.05 0.13 -0.22
O 14.84187 19.79281 -19.66275 -0.21 0.25 0.48
O 20.89679 11.76843 -16.94199 -0.32 0.02 0.52
N 23.83057 21.86580 -21.06818 -0.11 -0.07 -0.09
C 22.43405 21.29438 -23.20789 0.58 -0.41 0.80
C 22.88409 13.23425 -22.93255 1.27 -0.68 -0.53
C 24.39331 18.77895 -18.94223 -0.06 -0.23 0.52
C 19.34614 13.57337 -24.01360 -0.01 0.38 -0.34
C 15.56072 20.99752 -17.75956 0.05 0.16 1.08
C 19.78251 18.17056 -21.77502 0.58 -0.25 -0.10
C 24.47135 17.07070 -24.16492 0.52 0.69 -0.25
C 18.50789 18.29275 -22.62916 -0.33 0.51 0.25
C 14.84061 21.63750 -15.64369 0.51 0.19 1.04
C 15.25804 21.09232 -19.22476 -0.07 -0.94 -0.75
C 23.10418 17.28864 -24.82773 -0.47 -0.02 0.01
C 25.45069 19.81988 -18.66616 -0.62 0.45 -0.43
C 14.32324 19.79277 -20.95266 0.46 0.03 -1.36
C 21.64354 18.36600 -27.49183 0.13 0.29 0.17
C 21.52769 22.09988 -16.78302 -0.08 0.90 0.37
C 21.85457 15.97440 -20.92626 -0.11 0.34 0.00
C 19.88724 10.98629 -17.26937 0.05 -0.70 -0.27
C 13.95755 22.58262 -14.86688 -0.51 0.76 -0.36
C 25.12212 16.50221 -19.00063 -0.43 0.58 0.22
C 13.72875 24.61374 -16.10186 -0.74 0.18 -0.25
C 20.21346 14.12498 -16.88012 0.78 -0.13 0.84
C 23.21861 21.61169 -22.00728 -0.02 0.01 0.03
C 19.18711 19.25874 -17.27363 -0.42 0.12 -0.47
C 21.83979 22.16936 -15.29494 0.05 -0.44 -0.22
C 19.67948 20.66278 -16.89578 -0.22 0.64 0.31
C 23.24097 11.76810 -23.12110 0.56 0.04 -0.16
C 25.36463 15.25074 -18.13426 0.13 -0.12 -0.05
C 20.90606 16.91711 -20.17616 1.10 -0.03 -0.28
C 20.88991 13.49499 -24.14486 0.08 -0.14 0.01
C 20.98506 13.03681 -17.59255 0.77 0.65 -1.22
C 19.76477 9.75567 -16.32970 -0.01 0.24 0.27
C 21.85487 17.04372 -26.78585 -1.40 -0.06 -0.71
H 24.33054 11.68365 -23.19931 -0.05 0.19 0.03
H 22.86334 11.38157 -24.06624 -0.28 -0.12 0.16
H 20.75221 12.98597 -18.66003 -0.49 -0.44 0.19
H 19.17679 13.87356 -16.67189 -0.07 0.00 -0.23
H 22.63968 22.89336 -15.15204 -0.11 0.10 0.20
H 20.76590 18.33802 -28.13713 -0.10 -0.14 0.15
H 23.42368 19.02258 -18.50710 0.08 0.14 0.02
H 23.10805 21.36429 -24.05862 -0.31 0.29 -0.23
H 14.01166 22.39379 -13.79544 0.11 -0.26 -0.02
H 22.48200 18.65384 -28.12615 0.13 -0.15 0.09
H 23.30924 13.55857 -21.98553 -0.63 0.33 0.17
H 16.13670 21.35016 -19.82675 -0.01 0.35 0.13
H 14.65853 20.61197 -15.28112 -0.15 -0.05 -0.33
H 20.73550 14.28534 -15.93096 -0.35 0.02 0.13
H 21.42450 17.86729 -20.06444 -0.19 0.01 0.32
H 25.49248 20.10792 -17.61806 0.22 -0.37 0.13
H 20.83360 22.90378 -17.03401 -0.06 -0.14 -0.14
H 24.25218 18.58466 -20.00074 0.18 -0.07 -0.07
H 20.63639 16.51271 -19.20878 -0.39 0.10 -0.03
H 21.02178 16.86488 -26.10258 0.31 0.17 0.34
H 23.37405 13.81174 -23.71741 -0.25 0.13 -0.04
H 12.90994 22.47907 -15.18522 0.07 -0.19 0.07
H 12.65904 24.81260 -15.91245 0.16 -0.02 0.20
H 22.41357 22.23151 -17.39635 0.06 -0.32 -0.04
H 14.43742 21.79032 -19.41604 0.17 0.23 0.13
H 22.05642 13.24250 -17.59475 -0.04 0.17 0.31
H 26.40719 19.48281 -19.05766 0.15 0.09 0.18
H 21.78674 16.19917 -27.47302 0.70 0.05 -0.03
H 15.10068 19.89918 -21.73733 0.10 -0.02 0.39
H 25.15059 20.73120 -19.19512 0.16 -0.15 -0.14
H 22.10951 20.25833 -23.11236 -0.16 0.05 -0.09
H 21.59540 15.94405 -21.98405 0.00 -0.02 0.01
H 22.85796 16.39110 -20.86007 0.09 -0.21 -0.03
H 16.57181 21.31000 -17.47890 0.04 0.07 -0.30
H 21.56940 21.95048 -23.21900 0.02 0.05 -0.43
H 13.63319 20.61787 -21.17672 -0.25 -0.15 0.46
H 15.88412 21.86610 -15.36828 -0.04 -0.01 -0.14
H 13.75028 24.05951 -17.04360 0.37 -0.05 0.09
H 21.85970 14.95918 -20.53366 -0.13 -0.01 0.00
H 15.45370 19.96123 -17.41720 0.03 -0.10 -0.30
H 14.22568 25.57472 -16.21606 0.08 -0.03 -0.04
H 13.86027 18.82764 -21.14840 -0.22 0.06 0.20
H 22.97621 11.15131 -22.26439 -0.41 -0.02 -0.13
H 21.49397 19.14072 -26.73669 -0.01 0.09 -0.14
H 20.95794 22.42851 -14.71468 0.03 0.16 0.00
H 20.29769 15.07752 -17.39977 -0.20 -0.11 -0.28
H 22.18919 21.20037 -14.93156 0.14 0.04 -0.08
```
Positions in Å, forces in eV/Å.

**F_max**: 1.58 eV/Å
**Frontier orbital gap**: 9.8 eV
**SMILES string**: CCOC(=O)C(F)(F)F.CCOC(=O)C(F)(F)F.CCOC(=O)C(F)(F)F.CCOC(=O)C(F)(F)F.CCOC(=O)C(F)(F)F.CCOC(=O)C(F)(F)F.COCCOCCOC.CC#N
**HOMO level**: -9.41 eV
**E**: -115063.6381 eV
**LUMO**: 0.0141 hartree

=====

Q: Which value of LUMO does entry 2 give?
A: 0.0141 hartree

=====

Q: Which value of LUMO does entry 2 give?
A: 0.0141 hartree

=====

Q: The lowest F_max belongs to which entry?
A: C32H47F18NO15

=====

Q: What is the formula in the second record?
A: C32H47F18NO15